{
  "formula": "C3H2BiO3",
  "method": "wB97M-V/def2-TZVPD",
  "symbols": ["O", "C", "H", "C", "Bi", "O", "O", "C", "H"],
  "positions_angstrom": [[-1.122950, 0.292789, 0.183970], [0.088223, 0.848153, 0.094568], [-0.518927, -3.170885, -0.191422], [-0.770990, -2.126229, -0.156321], [3.216334, 0.423791, 0.241254], [0.064229, 2.105550, -0.192903], [1.100121, 0.162208, 0.089287], [-1.231399, -1.029469, 0.089042], [-0.824637, 2.494093, -0.157474]],
  "forces_ev_per_angstrom": [[0.6, 1.2, 0.2], [-4.5, 1.0, -1.2], [-0.2, 0.2, -0.2], [-1.0, 0.6, 0.7], [-0.2, 0.0, 0.0], [1.1, -0.4, 0.7], [2.8, -1.0, 0.3], [1.8, -1.7, -0.4], [-0.4, 0.1, -0.1]],
  "orbital_gap_ev": [4.66, 4.85],
  "relative_energy_kcal_mol": 0.0,
  "max_force_ha_per_bohr": 0.0923,
  "charge": 2,
  "spin_multiplicity": 2
}


{
  "formula": "C6H5NO2",
  "method": "wB97M-V/def2-TZVPD",
  "symbols": ["H", "C", "C", "H", "O", "C", "H", "N", "H", "C", "C", "C", "H", "O"],
  "positions_angstrom": [[-0.740037, 1.350093, -0.083096], [1.619694, 0.599956, 0.123698], [-1.957261, -0.491849, -0.175745], [-2.835443, 1.491033, -0.195501], [-4.313126, -0.092019, 0.567000], [2.721442, -0.232773, 0.303811], [-2.007444, -1.568850, -0.195238], [0.486572, -0.305315, -0.200550], [4.882811, -1.061189, 0.239955], [3.830745, -0.753197, 0.307700], [-3.170168, 0.315136, -0.018893], [-0.800352, 0.211213, -0.232673], [0.749777, -1.247110, -0.545014], [1.532788, 1.784867, 0.104543]],
  "forces_ev_per_angstrom": [[-0.5, -1.8, -0.5], [-3.7, -2.0, -1.7], [-0.3, 0.8, -0.6], [-1.7, -2.5, 0.3], [6.3, 2.4, -3.9], [5.2, -1.4, 0.4], [0.0, -0.1, 0.1], [0.8, 1.0, -0.1], [-1.2, 0.0, 0.2], [-1.3, 1.0, -0.2], [-3.8, 0.1, 3.8], [0.6, 0.9, 0.8], [-0.6, 1.0, 0.7], [0.1, 0.6, 0.5]],
  "smiles": "C#CC(=O)N/C=C/C=O",
  "orbital_gap_ev": 8.62,
  "relative_energy_kcal_mol": 106.6,
  "max_force_ha_per_bohr": 0.1524
}


{
  "formula": "C18H13MnN3O3S6",
  "method": "wB97M-V/def2-TZVPD",
  "symbols": ["C", "S", "C", "H", "O", "S", "C", "S", "C", "O", "C", "H", "H", "C", "C", "C", "N", "Mn", "C", "H", "C", "H", "H", "H", "S", "S", "H", "C", "C", "S", "N", "H", "O", "H", "C", "C", "C", "H", "C", "C", "H", "N", "H", "C"],
  "positions_angstrom": [[-2.671908, 4.191888, 1.814789], [-1.728884, 0.139883, 2.825810], [-1.605783, 2.524648, -0.068850], [-1.856837, -0.524263, 5.149558], [2.135723, -0.642360, -0.869794], [4.263136, 1.125519, 0.820581], [-1.180388, 1.587629, -1.084910], [1.153460, -1.786433, 1.867814], [2.674598, -2.986751, -5.224486], [0.275033, 2.160303, 1.436232], [-0.876642, 2.737016, 1.136469], [0.377065, -0.467410, -4.419913], [-3.160714, 3.078730, -1.324096], [3.043134, -2.103822, -2.968026], [-1.564894, -1.553132, 2.753238], [1.660834, -1.975330, -5.379156], [0.358351, 0.191788, -2.115505], [0.921138, 0.434452, 0.822226], [-1.424766, 0.361368, 4.621279], [-4.346560, 4.411945, 0.568445], [-2.836013, 3.173573, -0.318917], [-0.349707, 0.383344, 4.926413], [1.150586, -1.805942, -6.343791], [-1.715955, 1.567522, -2.008907], [-2.965896, -5.605330, 3.625018], [-2.957873, -2.593246, 3.141148], [3.654179, -2.075241, -2.062463], [-2.185095, -4.217461, 3.154500], [1.909784, -1.298758, -3.077798], [-0.455331, -4.013854, 2.664971], [2.837351, 1.116041, 1.124849], [4.204797, -3.672270, -3.880370], [5.132842, -0.022177, 0.417316], [-0.835850, 3.888344, 2.935084], [-0.344218, -2.281610, 2.429659], [3.388156, -2.989787, -3.983790], [-1.419680, 3.679184, 2.043876], [-3.016590, 5.010268, 2.517229], [1.439613, -0.595083, -1.915982], [-3.401109, 3.935393, 0.684264], [-1.945915, 1.305114, 5.013082], [0.004791, 0.881739, -1.056222], [3.098358, -3.468021, -6.101825], [1.163681, -1.207412, -4.289049]],
  "forces_ev_per_angstrom": [[0.3, 2.0, 2.0], [-0.1, 0.5, 0.5], [-0.1, -0.6, -0.2], [0.1, 0.7, -0.4], [-1.0, -0.3, -0.2], [1.1, 0.1, -0.2], [4.5, -1.5, 0.0], [0.4, 0.1, 0.1], [-0.1, 2.6, 1.1], [-2.2, 1.7, -0.2], [1.4, -0.2, 0.8], [0.1, -0.4, 0.3], [-1.0, -0.1, -0.6], [0.1, -0.7, -0.1], [2.3, -3.1, -0.8], [-0.5, -0.6, 0.4], [-0.1, -1.2, -1.6], [1.1, -0.7, -0.3], [-0.3, 0.4, 1.4], [-0.6, 0.3, -0.3], [1.5, -0.3, 1.4], [-0.7, 0.2, -0.7], [0.5, -0.4, 0.4], [-0.5, -0.2, -0.7], [0.4, 0.4, -0.3], [1.0, -1.2, 0.1], [-0.5, 0.1, -0.1], [0.6, 2.0, -0.1], [-0.8, -0.7, -2.0], [-1.7, -0.6, 0.4], [0.8, -0.2, 0.2], [0.5, -0.2, 0.2], [-0.9, 0.4, 0.3], [-0.1, 0.1, -0.1], [-3.2, 1.2, 0.9], [-1.3, 0.4, -1.6], [0.1, -0.7, -0.3], [0.1, -1.2, -0.7], [0.1, 2.4, 1.8], [-0.3, 0.1, -1.2], [0.7, -1.3, -0.7], [-3.8, 2.4, 1.6], [-0.3, -0.3, 0.2], [2.5, -1.2, -0.6]],
  "orbital_gap_ev": [5.69, 5.93],
  "relative_energy_kcal_mol": 21.2,
  "max_force_ha_per_bohr": 0.0920,
  "charge": -2,
  "spin_multiplicity": 6
}


{
  "formula": "C25H31FeO5P",
  "method": "wB97M-V/def2-TZVPD",
  "symbols": ["H", "H", "H", "H", "H", "H", "C", "O", "H", "C", "C", "H", "H", "H", "C", "H", "H", "C", "H", "C", "O", "C", "H", "H", "C", "H", "H", "H", "H", "P", "C", "C", "H", "H", "C", "H", "C", "O", "C", "H", "C", "C", "C", "C", "Fe", "O", "C", "C", "H", "C", "H", "H", "H", "H", "H", "C", "H", "O", "H", "C", "C", "C", "C"],
  "positions_angstrom": [[-2.638913, 2.306674, -3.294408], [-3.419964, 0.373192, -4.524698], [2.746911, 3.646898, 0.470197], [4.909685, 2.435587, 0.501402], [4.111586, -2.412738, -2.398738], [0.957442, 3.159379, -2.037193], [4.044046, 0.605078, 1.298346], [1.831778, 1.321502, -1.656100], [2.908764, -1.085376, 2.036376], [3.993881, 1.917419, 0.804151], [0.419396, -0.123299, 1.836153], [-0.707438, -2.877382, 1.398175], [3.508602, 3.355081, -1.737524], [-0.508807, -0.243873, 4.572409], [-2.757914, 1.381640, -2.730998], [5.009226, 0.084807, 1.351266], [3.273566, -3.891615, -2.863480], [-0.820210, 0.377691, 2.435504], [-0.179053, -1.037184, -0.063992], [-2.013360, 0.930372, 1.789114], [-2.511992, -0.637397, -1.069846], [1.682593, 2.482928, -2.498669], [-3.746327, 1.410697, -2.253958], [-1.735983, -0.043597, -4.010644], [-3.091145, 0.977752, 2.740763], [1.134315, -2.990802, -2.036703], [-3.146451, 0.479030, 4.941015], [1.839408, -1.988567, -3.331894], [3.671297, 2.349672, -3.189175], [0.933250, 0.032461, -1.887161], [2.776804, 2.607982, 0.797109], [3.279770, -3.066543, -2.158003], [1.280463, 2.132689, -3.452365], [0.579076, -1.213348, 1.942498], [-2.752491, 0.193298, -3.669560], [-4.086012, 1.379015, 2.557487], [-2.575714, 0.494400, 4.015598], [1.968839, -1.147806, -1.470423], [-0.242808, -0.058712, -0.558505], [-1.110734, -2.821963, 4.095709], [-1.210936, 0.096315, 3.826059], [-2.877347, -2.285054, 1.247391], [-3.897157, -2.109697, 2.263063], [1.629102, 0.627967, 1.623557], [-2.384188, -0.865943, 2.575618], [-1.745395, 1.409197, -1.698527], [2.885662, -0.039106, 1.709320], [-3.267152, -2.303123, 3.558802], [-3.133784, -0.664180, -3.097657], [1.978090, -2.339282, -2.301050], [-3.770057, -2.315367, 4.523646], [-4.959194, -1.976361, 2.076190], [2.958904, 3.960160, -3.318614], [-3.045432, -2.325497, 0.179601], [3.419847, -3.469000, -1.157885], [3.040327, 3.081759, -2.683277], [-2.009541, 1.383806, 0.809099], [0.375845, -0.102368, -3.257358], [0.640129, 2.471508, 1.106259], [-1.852068, -2.592603, 3.331417], [-1.577066, 0.164591, -1.113785], [1.608875, 1.982888, 1.209200], [-1.622850, -2.585633, 1.899698]],
  "forces_ev_per_angstrom": [[0.3, 0.1, 0.2], [0.2, 0.2, 0.2], [0.0, -0.2, 0.0], [-0.3, -0.3, 0.0], [0.1, 0.1, 0.0], [0.1, 0.0, 0.0], [0.0, -0.1, 0.0], [-0.5, -0.9, -0.1], [0.0, 0.4, -0.1], [-0.2, 0.2, 0.5], [1.7, -0.1, 2.1], [0.0, 0.3, 0.1], [0.0, 0.0, -0.1], [-0.2, -0.3, 0.0], [-0.9, 0.5, -0.1], [-0.4, 0.2, 0.0], [0.1, -0.2, -0.1], [-1.7, 0.3, 0.3], [-0.1, 0.7, 0.2], [0.7, 0.6, 0.7], [2.0, 1.2, -0.1], [-0.4, -0.1, -0.2], [0.2, 0.1, 0.1], [-0.3, 0.1, 0.0], [1.0, 0.6, 0.6], [0.1, 0.2, 0.0], [0.2, -0.3, -0.3], [0.0, -0.3, 0.2], [0.2, 0.1, 0.0], [2.0, 0.3, -0.3], [0.1, -0.1, 0.4], [0.1, 0.0, 0.1], [-0.1, 0.2, 0.0], [0.0, 0.8, 0.1], [0.2, -0.7, 0.2], [0.3, -0.3, 0.1], [0.1, 1.0, -0.8], [-0.5, 0.1, -0.3], [-0.9, -1.5, -2.1], [-0.3, 0.3, -0.2], [0.2, 1.4, -0.8], [-0.3, -1.1, 0.8], [0.9, -1.2, 0.2], [-0.4, -0.3, -0.3], [0.5, 0.2, 0.5], [0.4, -1.6, -0.2], [0.0, 0.1, -0.5], [0.4, -1.2, -1.1], [0.1, 0.2, -0.6], [-0.4, 0.6, -0.4], [0.2, 0.3, -0.3], [0.3, 0.2, 0.1], [0.1, 0.1, 0.0], [0.1, 0.4, 0.3], [0.0, 0.0, 0.1], [0.2, 0.0, -0.1], [-0.3, -0.3, 0.1], [0.1, -0.1, 0.8], [0.2, 0.1, 0.2], [-1.2, -0.9, -0.7], [-2.4, 0.4, 0.3], [0.1, -0.2, -0.1], [-1.5, -0.6, 0.6]],
  "orbital_gap_ev": [1.79, 6.04],
  "max_force_ha_per_bohr": 0.0528,
  "charge": -2,
  "spin_multiplicity": 5
}


{
  "formula": "H4NO2PS",
  "method": "wB97M-V/def2-TZVPD",
  "symbols": ["H", "N", "P", "H", "O", "S", "H", "H", "O"],
  "positions_angstrom": [[-1.967570, -1.887645, -0.511163], [0.737335, 0.763816, 0.699715], [-1.523444, -0.788456, 0.250750], [-1.630428, 0.110405, -0.796384], [1.284099, -0.442332, -1.511482], [0.825456, -0.734847, -0.143580], [1.076198, 0.948232, 1.571787], [0.669757, 1.577208, 0.202286], [1.572011, -1.589516, 0.739778]],
  "forces_ev_per_angstrom": [[0.2, -0.2, -0.3], [-0.8, -2.8, -2.0], [1.7, -0.6, 0.2], [-0.2, 0.4, -0.5], [-1.1, -0.7, 2.2], [-0.4, 2.4, 0.2], [1.3, -0.5, 2.8], [-0.2, 2.1, -2.1], [-0.4, -0.2, -0.5]],
  "smiles": "NS(=O)(=O)P",
  "orbital_gap_ev": 9.81,
  "relative_energy_kcal_mol": 103.6,
  "max_force_ha_per_bohr": 0.0686
}